One molecule with the formula C5H9NO3. Source: OMol25; level of theory: ωB97M-V/def2-TZVPD.

Computed properties:
SMILES: CCC(=O)[C@H](N)C(=O)O
energy above the lowest of the compared OMol25 structures with the same formula, charge and spin: 0.8295 eV
Kohn-Sham gap: 10.46 eV
lowest unoccupied orbital energy: 0.5323 eV
HOMO level: -9.9 eV
electronic energy: -12963.8767 eV
F_max: 0.9 eV Å⁻¹

```
18
Properties=species:S:1:pos:R:3:forces:R:3:nbo_charge:R:1
C -1.179 0.961 1.892 0.112 -0.122 -0.030 -0.595
C -0.320 -0.274 1.598 -0.198 -0.146 0.083 -0.509
C -0.409 -0.598 0.132 0.008 0.201 0.273 0.604
O -1.159 -1.415 -0.338 -0.154 0.043 0.014 -0.529
C 0.527 0.198 -0.775 0.221 -0.249 -0.360 -0.276
N -0.081 0.365 -2.084 -0.332 0.274 -0.005 -0.844
C 1.731 -0.770 -0.953 -0.407 0.761 0.118 0.783
O 2.724 -0.703 -0.292 0.257 -0.152 0.185 -0.570
O 1.503 -1.667 -1.890 0.167 -0.595 -0.345 -0.663
H -1.153 1.183 2.955 -0.011 0.073 0.055 0.223
H -0.814 1.831 1.351 -0.003 0.140 -0.028 0.202
H -2.211 0.778 1.602 -0.095 0.024 0.002 0.214
H 0.719 -0.086 1.870 0.064 -0.029 0.002 0.233
H -0.700 -1.122 2.167 0.087 -0.043 -0.050 0.232
H 0.872 1.117 -0.285 -0.010 -0.246 -0.075 0.214
H 0.384 1.088 -2.621 -0.054 -0.054 0.036 0.379
H -1.070 0.581 -2.018 0.104 -0.041 -0.030 0.382
H 0.637 -1.466 -2.312 0.245 0.162 0.156 0.520
```
Forces are in eV/Å.

C60H58Ge2N5O3S2Sc as an isolated structure in a non-equilibrium geometry. Source: OMol25; level of theory: ωB97M-V/def2-TZVPD.

Computed properties:
energy above the lowest of the compared OMol25 structures with the same formula, charge and spin: 2.6406 eV
Kohn-Sham gap (spin up / spin down): 4.82 / 6.08 eV
lowest unoccupied orbital energy (spin up / spin down): 2.3911 / 2.3807 eV
HOMO level (spin up / spin down): -2.4 / -3.7 eV
spin multiplicity: 2
net charge: -1
electronic energy: -232159.9094 eV
F_max: 1.0 eV Å⁻¹

```
131
Properties=species:S:1:pos:R:3:forces:R:3:mulliken_spin:R:1
Sc 0.853 0.512 -0.062 0.798 -0.618 0.139 -0.019
C -1.531 2.662 -3.156 0.061 0.116 0.112 -0.002
O -1.100 3.746 -2.326 -0.160 -0.141 -0.350 0.000
C -0.487 3.078 -1.275 -0.329 -0.303 -0.200 0.008
N -1.169 1.836 -0.989 -0.175 -0.036 0.169 0.005
C -2.124 1.693 -2.143 0.336 -0.156 -0.005 -0.004
C -2.438 0.309 -2.652 0.008 0.012 0.019 0.003
C -2.089 -0.846 -1.972 -0.126 0.039 -0.198 -0.007
C -2.464 -2.097 -2.449 -0.030 -0.020 -0.035 0.000
C -3.208 -2.205 -3.613 -0.022 0.082 -0.007 0.000
C -3.573 -1.052 -4.302 0.048 0.038 0.064 0.000
C -3.192 0.192 -3.822 -0.085 -0.040 -0.018 0.000
C 0.641 3.506 -0.707 0.433 -0.001 0.269 -0.005
C 1.048 4.903 -0.822 -0.028 -0.123 -0.178 0.005
C 2.128 5.348 -0.167 0.244 -0.009 0.128 -0.002
C 2.965 4.408 0.548 0.009 0.529 -0.069 0.003
C 2.585 3.115 0.566 -0.183 -0.643 -0.127 0.000
N 1.425 2.610 0.050 -0.061 0.298 0.107 -0.002
C 3.574 2.070 0.903 0.053 0.227 -0.168 -0.002
N 3.354 0.824 0.782 -0.275 0.070 -0.282 -0.001
C 4.659 0.128 0.842 -0.275 -0.106 0.484 -0.015
C 5.659 1.284 1.088 -0.249 0.096 -0.039 0.000
O 4.839 2.476 1.135 0.221 -0.204 0.002 0.000
C 4.767 -0.915 1.941 -0.002 0.135 0.058 0.009
C 4.540 -0.545 3.265 0.026 0.061 0.053 -0.001
C 4.750 -1.448 4.298 0.316 0.160 0.009 0.004
C 5.174 -2.742 4.013 0.367 0.056 -0.096 -0.004
C 5.370 -3.126 2.693 0.129 0.104 0.106 0.001
C 5.170 -2.212 1.663 0.102 -0.073 -0.023 0.003
H -2.251 3.034 -3.879 -0.042 0.071 -0.022 0.000
H -0.677 2.208 -3.663 0.027 0.036 -0.005 0.000
H -3.074 2.135 -1.855 -0.309 0.065 0.108 0.000
H -1.524 -0.782 -1.062 0.081 0.025 0.237 0.006
H -2.163 -2.986 -1.904 -0.019 0.090 -0.040 -0.001
H -3.508 -3.178 -3.981 0.020 0.021 -0.006 0.000
H -4.149 -1.123 -5.218 0.020 0.008 0.056 0.000
H -3.487 1.087 -4.364 0.004 -0.079 0.041 0.000
H 0.425 5.559 -1.418 0.047 -0.032 0.059 0.000
H 2.409 6.395 -0.215 -0.014 -0.071 0.023 0.000
H 3.915 4.694 0.968 0.031 0.047 -0.052 0.000
H 4.826 -0.347 -0.123 -0.008 -0.112 -0.057 0.004
H 6.169 1.184 2.039 0.070 0.013 0.129 0.000
H 6.394 1.391 0.293 -0.036 0.100 -0.071 0.000
H 4.183 0.458 3.488 0.038 -0.084 -0.007 0.009
H 4.569 -1.146 5.324 -0.007 -0.014 -0.056 0.002
H 5.334 -3.452 4.817 -0.033 0.017 -0.027 -0.001
H 5.661 -4.144 2.458 -0.009 0.048 0.004 0.000
H 5.296 -2.523 0.631 -0.009 0.006 0.061 0.001
C 2.205 -2.801 3.039 -0.303 0.019 -0.037 0.012
C 1.519 -1.617 2.409 0.043 0.171 -0.302 0.357
N 1.606 -1.380 1.066 -0.068 -0.269 0.380 0.006
N 2.448 -2.194 0.452 -0.033 -0.489 -0.535 0.004
C 2.314 -2.414 -0.843 0.170 -0.032 0.196 0.285
S 0.988 -1.773 -1.804 0.217 0.387 0.321 -0.011
S 3.549 -3.401 -1.638 -0.113 0.147 0.075 0.005
C 2.673 -5.008 -1.743 0.063 0.075 0.236 0.057
C 2.642 -5.729 -0.423 -0.006 0.038 -0.110 -0.015
C 3.782 -6.356 0.082 0.002 0.007 -0.022 0.000
C 3.765 -6.969 1.325 -0.062 0.024 -0.005 -0.001
C 2.601 -6.966 2.090 0.062 0.020 -0.061 0.000
C 1.462 -6.349 1.597 -0.013 0.057 -0.063 0.002
C 1.485 -5.735 0.347 -0.060 0.018 0.105 0.007
C 0.650 -0.840 3.253 0.021 -0.075 0.070 -0.031
C 0.724 -1.021 4.656 -0.058 0.033 -0.043 0.135
C -0.184 -0.460 5.539 0.074 0.016 -0.077 -0.083
C -1.232 0.299 5.040 -0.016 -0.027 -0.148 0.161
C -1.313 0.519 3.667 -0.144 -0.035 0.104 -0.110
C -0.377 0.015 2.766 0.009 0.097 -0.593 0.113
O -0.482 0.313 1.444 -0.183 -0.188 0.709 0.036
H 1.459 -3.453 3.513 0.032 0.041 -0.047 0.001
H 2.910 -2.501 3.819 -0.504 -0.144 -0.277 0.001
H 2.759 -3.369 2.302 -0.100 -0.055 -0.039 0.000
H 3.181 -5.585 -2.518 0.029 -0.004 0.061 0.000
H 1.668 -4.772 -2.088 -0.073 -0.101 -0.074 -0.008
H 4.696 -6.342 -0.506 -0.052 -0.002 0.051 0.000
H 4.662 -7.448 1.703 -0.032 0.020 -0.016 0.000
H 2.587 -7.435 3.067 0.010 0.010 -0.038 0.000
H 0.554 -6.331 2.190 0.048 0.012 -0.037 0.001
H 0.597 -5.233 -0.027 0.058 -0.028 0.032 -0.003
H 1.526 -1.627 5.055 -0.060 0.015 0.000 0.032
H -0.077 -0.622 6.605 0.005 -0.021 -0.032 -0.002
H -1.985 0.717 5.700 0.057 -0.008 -0.057 0.012
H -2.137 1.102 3.281 -0.007 -0.054 -0.001 -0.012
C 3.164 -0.885 -4.761 0.229 -0.192 -0.083 0.000
Ge 1.688 0.167 -4.042 -0.151 0.234 0.027 0.001
C 0.069 -0.448 -4.942 -0.134 -0.039 -0.082 0.000
C 2.011 2.012 -4.623 0.046 0.233 -0.014 0.004
C 1.577 -0.017 -2.118 -0.231 -0.248 -0.076 0.057
H 3.169 -0.801 -5.853 0.053 -0.059 0.109 0.000
H 3.055 -1.935 -4.475 0.049 0.103 -0.046 0.000
H 4.122 -0.522 -4.375 -0.089 -0.057 -0.059 0.000
H 0.262 -0.539 -6.016 -0.031 0.001 0.089 0.000
H -0.757 0.251 -4.793 0.116 -0.135 -0.086 0.000
H -0.237 -1.424 -4.556 -0.019 0.070 -0.055 0.000
H 2.439 1.993 -5.632 -0.051 0.064 0.112 0.000
H 2.710 2.527 -3.955 -0.086 -0.051 -0.088 0.000
H 1.082 2.590 -4.652 0.197 -0.021 -0.006 0.000
H 2.628 -0.082 -1.807 0.174 0.099 0.045 0.002
C -1.224 3.017 1.969 0.160 -0.039 0.282 -0.007
Ge -2.256 2.115 0.590 -0.199 0.468 -0.206 0.000
C -3.400 3.747 0.424 0.127 0.395 -0.049 0.000
C -4.427 3.825 1.374 0.079 0.270 0.142 -0.001
C -5.178 4.982 1.539 0.103 -0.094 -0.037 0.000
C -4.916 6.098 0.750 0.080 -0.068 -0.063 0.000
C -3.898 6.042 -0.194 -0.048 -0.104 0.055 0.000
C -3.141 4.881 -0.352 -0.121 0.029 0.158 0.001
C -3.614 0.666 0.584 -0.169 -0.074 0.082 0.001
C -3.284 -0.557 1.114 -0.213 -0.177 0.011 -0.001
C -4.208 -1.625 1.217 0.213 0.049 0.041 0.001
C -5.484 -1.464 0.788 -0.134 0.033 -0.012 0.000
C -5.881 -0.249 0.177 0.025 0.052 -0.060 0.000
C -7.200 -0.125 -0.337 0.066 -0.074 0.053 0.000
C -7.598 0.994 -1.002 0.053 0.161 -0.027 0.000
C -6.674 2.049 -1.185 -0.217 -0.159 -0.029 0.000
C -5.411 1.964 -0.679 0.028 -0.255 -0.080 -0.001
C -4.950 0.822 0.041 -0.023 -0.099 -0.019 0.001
H -0.904 3.941 1.482 -0.021 -0.036 0.075 0.000
H -1.911 3.273 2.779 0.120 0.064 -0.058 0.000
H -0.371 2.469 2.355 -0.052 0.148 -0.015 0.003
H -4.659 2.958 1.993 0.025 0.106 -0.058 0.000
H -5.968 5.013 2.280 0.008 -0.002 -0.010 0.000
H -5.496 7.003 0.876 -0.008 -0.003 -0.005 0.000
H -3.684 6.909 -0.811 -0.004 -0.035 0.027 0.000
H -2.355 4.864 -1.098 -0.121 0.024 0.109 0.000
H -2.281 -0.738 1.453 0.121 0.062 0.110 -0.007
H -3.883 -2.564 1.652 -0.009 0.081 -0.013 0.000
H -6.215 -2.261 0.891 0.037 0.037 -0.049 0.000
H -7.884 -0.958 -0.200 0.066 0.051 -0.011 0.000
H -8.605 1.073 -1.395 0.039 0.006 0.001 0.000
H -6.968 2.938 -1.732 0.006 -0.040 0.032 0.000
H -4.752 2.800 -0.828 -0.113 -0.159 -0.192 0.000
```
Forces are in eV/Å.

One molecule with the formula C6H12O. Source: OMol25; level of theory: ωB97M-V/def2-TZVPD.

Computed properties:
SMILES: C=C(C)CCCO
energy above the lowest of the compared OMol25 structures with the same formula, charge and spin: 1.2528 eV
Kohn-Sham gap: 10.16 eV
lowest unoccupied orbital energy: 0.9877 eV
HOMO level: -9.2 eV
electronic energy: -8463.1011 eV
F_max: 0.5 eV Å⁻¹

```
19
Properties=species:S:1:pos:R:3:forces:R:3:nbo_charge:R:1
C 1.422 -0.053 -0.895 -0.145 0.142 -0.168 -0.481
C 0.128 0.280 -0.923 0.398 0.253 -0.267 0.068
C -0.745 -0.044 -2.102 -0.059 -0.044 -0.087 -0.654
C -0.504 1.080 0.197 0.000 0.006 -0.051 -0.448
C 0.048 0.680 1.566 -0.027 0.046 0.005 -0.425
C 0.068 -0.864 1.736 -0.062 -0.106 0.162 -0.073
O -0.663 -1.584 0.737 0.156 -0.086 0.379 -0.727
H 1.874 -0.677 -1.660 -0.056 0.186 -0.084 0.200
H 2.080 0.316 -0.118 -0.035 -0.198 0.089 0.197
H -0.374 -0.904 -2.668 0.015 0.134 0.042 0.216
H -0.743 0.822 -2.772 -0.097 -0.088 -0.016 0.224
H -1.785 -0.237 -1.818 0.174 -0.010 0.064 0.220
H -0.347 2.150 0.006 -0.032 -0.103 0.107 0.223
H -1.587 0.919 0.195 0.157 -0.033 -0.117 0.216
H 1.058 1.091 1.698 -0.146 -0.173 -0.019 0.201
H -0.561 1.140 2.353 0.040 -0.083 -0.158 0.210
H -0.422 -1.146 2.665 0.106 0.099 0.150 0.184
H 1.108 -1.216 1.794 -0.266 -0.014 -0.084 0.168
H -0.053 -1.752 0.010 -0.121 0.069 0.052 0.481
```
Forces are in eV/Å.

One molecule with the formula C6H10N2 in a non-equilibrium geometry. Source: OMol25; level of theory: ωB97M-V/def2-TZVPD.

Computed properties:
energy above the lowest of the compared OMol25 structures with the same formula, charge and spin: 1.2990 eV
Kohn-Sham gap (spin up / spin down): 6.15 / 7.14 eV
lowest unoccupied orbital energy (spin up / spin down): 1.1498 / -1.3199 eV
HOMO level (spin up / spin down): -5.0 / -8.5 eV
spin multiplicity: 3
electronic energy: -9357.9376 eV
F_max: 5.8 eV Å⁻¹

```
18
Properties=species:S:1:pos:R:3:forces:R:3:mulliken_spin:R:1
C -0.694 -1.721 -0.317 1.740 -0.604 -0.376 -0.206
C 0.653 -1.326 -0.472 1.659 -2.029 0.343 0.560
C 1.095 -0.168 0.443 -1.319 0.136 -0.773 -0.035
C 0.001 0.687 -0.131 1.236 5.627 -0.797 0.872
C 2.550 0.274 0.373 1.936 -1.527 -0.785 0.058
C -2.554 1.128 -0.010 2.302 -1.154 0.607 -0.003
N -1.636 -0.936 0.244 0.596 -3.655 -1.138 0.517
N -1.291 0.315 0.089 -2.887 2.849 0.832 0.192
H -0.991 -2.683 -0.681 -0.331 -0.441 -0.001 0.013
H 1.456 -1.691 -1.248 -1.925 0.058 1.792 0.007
H 0.863 -0.333 1.540 -0.091 -0.313 -1.159 0.047
H 0.104 1.596 -0.842 0.330 -1.719 1.344 -0.013
H 2.848 1.103 1.052 -0.618 -0.304 -0.644 -0.009
H 2.867 0.491 -0.718 -0.395 -0.197 1.815 -0.009
H 3.225 -0.634 0.763 -1.440 1.803 -1.048 -0.004
H -2.857 1.267 0.997 -0.821 0.424 0.807 0.000
H -2.365 2.031 -0.496 0.477 1.661 -0.578 0.014
H -3.277 0.600 -0.588 -0.448 -0.616 -0.240 -0.001
```
Forces are in eV/Å.